Entry 1:
50
Properties=species:S:1:pos:R:3:forces:R:3:mulliken_charge:R:1 method="wB97M-V/def2-TZVPD" total_energy_ha=-1536.6520 gap_ev=8.48 smiles=COC[C@@H](O[C@H](I)CCCN)C(F)(F)F.c1cc[nH]c1.c1cc[nH]c1 largest_force_ev_per_a=1.638
C -2.771 -2.191 2.693 -0.222 0.400 -0.165 -0.64
O -1.644 -1.378 2.410 -0.143 -0.417 0.217 -0.46
C -1.053 -1.595 1.159 0.345 0.400 0.043 -0.36
C -1.433 -0.520 0.134 -0.118 -0.646 0.602 0.31
O -0.251 -0.164 -0.527 -0.003 0.245 -0.148 -0.27
C -0.343 0.990 -1.324 0.572 0.212 0.041 -0.39
I 1.480 0.978 -2.498 -0.134 -0.159 0.035 -0.01
C -0.516 2.259 -0.524 -0.062 0.006 -0.398 -0.54
C -0.255 3.559 -1.286 -0.279 0.468 0.857 -0.32
C -1.404 4.578 -1.192 0.334 -0.182 -1.443 -0.72
N -2.152 4.588 -2.472 -0.228 -0.326 0.503 -0.57
C -2.507 -1.005 -0.835 0.710 0.642 0.367 0.75
F -3.242 -1.960 -0.316 -0.905 -1.177 0.692 -0.25
F -1.996 -1.456 -1.957 0.583 -0.567 -1.158 -0.26
F -3.335 -0.019 -1.142 -0.812 1.099 -0.423 -0.31
H -2.696 -3.174 2.251 0.145 -0.342 -0.237 0.26
H -2.876 -2.311 3.757 0.218 0.080 0.489 0.28
H -3.674 -1.709 2.336 -0.331 0.027 -0.203 0.26
H 0.011 -1.486 1.308 0.423 0.030 -0.031 0.40
H -1.238 -2.587 0.768 -0.139 -0.370 0.043 -0.10
H -1.891 0.283 0.705 0.098 0.379 0.047 0.30
H -1.124 0.919 -2.063 -0.219 -0.177 -0.430 0.45
H -1.555 2.280 -0.218 -0.378 -0.151 0.181 0.17
H 0.072 2.201 0.381 0.305 -0.052 0.196 0.42
H -0.061 3.414 -2.336 0.073 -0.220 -0.324 0.38
H 0.622 4.018 -0.849 0.414 0.053 -0.025 0.09
H -2.083 4.349 -0.386 -0.126 0.059 0.363 0.44
H -0.958 5.552 -1.061 -0.013 0.427 0.511 0.34
H -1.833 5.350 -3.052 -0.100 0.039 -0.116 0.20
H -3.143 4.701 -2.309 0.013 0.142 -0.126 0.21
N 4.277 2.610 -0.529 0.043 -0.019 0.009 0.14
C 5.231 2.286 0.395 -0.011 -0.012 -0.045 -0.53
C 5.614 3.439 1.027 0.012 -0.010 0.025 -0.36
C 4.859 4.501 0.461 -0.014 0.029 0.011 -0.54
C 4.043 3.956 -0.495 -0.035 -0.020 -0.035 -0.36
H 3.815 1.961 -1.144 -0.040 0.038 0.093 0.06
H 5.553 1.267 0.524 0.016 0.008 0.010 0.37
H 6.353 3.514 1.807 -0.003 0.000 0.001 0.39
H 4.909 5.544 0.726 0.001 -0.001 0.001 0.40
H 3.319 4.408 -1.151 0.016 0.008 -0.010 0.39
N 0.126 -5.244 0.363 -0.044 0.008 0.039 0.03
C -1.176 -5.551 0.070 0.025 0.104 -0.038 -0.46
C -1.453 -6.772 0.623 -0.036 0.005 0.022 -0.52
C -0.274 -7.218 1.278 0.009 -0.018 0.021 -0.38
C 0.681 -6.253 1.101 0.043 0.041 -0.024 -0.55
H 0.602 -4.406 0.079 0.002 -0.034 -0.012 0.21
H -1.790 -4.877 -0.505 -0.007 -0.033 -0.027 0.46
H -2.396 -7.289 0.565 0.000 0.001 -0.002 0.42
H -0.143 -8.141 1.818 0.000 0.001 0.000 0.39
H 1.703 -6.198 1.435 -0.002 -0.019 0.002 0.39

Entry 2:
107
Properties=species:S:1:pos:R:3:forces:R:3:mulliken_charge:R:1 method="wB97M-V/def2-TZVPD" total_energy_ha=-28109.3015 gap_ev=8.46 largest_force_ev_per_a=1.302
C 1.514 -4.457 0.577 -0.232 -0.324 0.261 -1.07
C 0.329 -3.584 0.993 0.059 -0.096 -0.056 -0.15
C -0.474 -3.052 -0.202 0.343 0.314 0.176 0.07
C -1.076 -1.662 0.026 0.013 -0.448 0.002 -0.93
C -1.960 -1.560 1.264 -0.248 0.317 -0.348 -0.38
C -3.313 -2.260 1.093 0.285 0.421 0.357 0.32
O -3.977 -1.747 -0.051 0.085 -0.053 -0.036 -0.47
C -4.281 -2.701 -1.036 -0.376 -0.260 -0.361 0.32
N -4.377 -1.972 -2.292 -0.178 0.021 0.200 -0.68
C -5.564 -3.495 -0.685 0.836 0.220 -0.143 -0.31
N -5.541 -4.764 -1.413 -0.433 0.031 0.053 -0.23
C -5.143 -5.944 -0.675 0.120 0.474 0.110 -0.33
C -6.227 -6.584 0.182 -0.449 -1.097 -0.261 0.32
O -6.739 -7.628 -0.068 0.263 0.669 0.142 -0.45
Br -6.811 -5.636 1.797 0.125 0.121 -0.075 -0.15
P -4.278 -2.127 2.704 0.177 -0.947 0.875 -0.30
C -5.916 -1.482 2.195 0.012 -0.112 -0.271 -0.92
O -3.604 -0.832 3.506 -0.542 0.170 -0.695 -0.35
H 1.954 -4.100 -0.350 0.007 -0.035 -0.033 -0.03
H 2.300 -4.463 1.332 -0.075 -0.036 0.001 0.26
H 1.202 -5.493 0.443 0.024 -0.039 -0.212 0.38
H 0.709 -2.762 1.605 -0.125 0.141 -0.101 0.15
H -0.344 -4.158 1.634 0.081 0.016 0.189 0.27
H -1.249 -3.769 -0.481 -0.016 -0.053 -0.075 0.04
H 0.206 -2.966 -1.053 -0.059 -0.081 -0.137 0.28
H -0.256 -0.946 0.123 -0.001 0.015 0.000 0.15
H -1.638 -1.391 -0.869 -0.097 0.203 0.050 0.43
H -1.450 -1.952 2.145 -0.014 -0.041 0.059 0.44
H -2.154 -0.507 1.473 0.042 -0.033 -0.067 0.07
H -3.107 -3.331 0.995 -0.255 -0.106 -0.226 0.34
H -3.488 -3.448 -1.152 0.231 0.103 0.146 0.04
H -4.856 -2.559 -2.968 0.152 -0.078 -0.093 0.34
H -4.998 -1.183 -2.125 0.075 0.084 -0.056 0.29
H -5.586 -3.644 0.393 -0.208 -0.007 0.065 -0.15
H -6.412 -2.886 -0.993 -0.219 -0.093 0.162 0.32
H -6.388 -4.926 -1.937 -0.026 -0.034 0.010 0.31
H -4.303 -5.682 -0.030 0.062 -0.057 0.014 0.21
H -4.833 -6.719 -1.371 0.028 -0.100 0.015 0.39
H -6.217 -0.670 2.854 0.044 0.057 0.046 0.43
H -5.948 -1.167 1.153 0.025 0.165 0.019 0.28
H -6.631 -2.292 2.332 -0.093 -0.003 -0.027 0.25
H -3.836 -0.034 3.010 0.118 0.160 0.213 0.30
C 3.305 -6.112 -2.777 -0.105 -0.065 -0.012 0.37
Cl 1.823 -5.179 -2.992 -0.038 0.005 -0.088 -0.06
Cl 3.755 -6.866 -4.307 -0.194 -0.039 0.124 -0.09
Cl 4.593 -5.028 -2.227 0.068 -0.031 -0.050 -0.12
Cl 3.046 -7.362 -1.558 0.000 -0.006 0.019 -0.11
C 7.380 -5.735 -6.522 0.030 0.010 0.014 0.27
Cl 7.931 -4.182 -7.158 -0.004 -0.001 -0.003 -0.11
Cl 6.198 -6.439 -7.634 -0.013 -0.007 -0.010 -0.11
Cl 8.755 -6.829 -6.358 0.013 -0.013 -0.015 -0.03
Cl 6.623 -5.498 -4.947 0.246 0.122 -0.063 -0.01
C -0.670 2.612 2.934 -0.090 -0.018 -0.109 0.28
Cl -1.518 4.066 2.403 0.041 -0.109 0.054 -0.04
Cl -1.833 1.363 3.376 0.199 0.165 0.212 -0.10
Cl 0.311 1.987 1.588 -0.208 0.139 -0.010 -0.11
Cl 0.342 2.992 4.323 0.028 -0.031 -0.063 -0.10
C -5.173 6.406 3.357 0.034 -0.053 0.021 0.38
Cl -4.997 7.567 4.684 0.087 -0.060 -0.103 -0.11
Cl -6.602 6.789 2.395 0.158 -0.094 -0.110 -0.09
Cl -3.739 6.482 2.330 -0.032 0.145 -0.064 -0.10
Cl -5.330 4.779 4.025 -0.003 -0.014 0.015 -0.09
C 3.832 -1.403 1.307 -0.005 -0.005 -0.114 0.10
Cl 2.360 -0.430 1.240 0.116 -0.097 0.027 0.08
Cl 4.023 -2.285 -0.212 0.106 0.141 0.021 -0.04
Cl 5.226 -0.343 1.547 0.039 0.016 0.071 -0.06
Cl 3.719 -2.544 2.647 0.074 0.085 0.074 -0.11
C 4.728 3.515 2.869 -0.044 -0.075 -0.106 0.05
Cl 5.898 3.514 1.551 0.248 0.188 0.161 0.08
Cl 4.435 5.162 3.437 0.034 -0.014 -0.039 -0.12
Cl 3.223 2.824 2.257 0.130 0.113 0.175 0.09
Cl 5.345 2.534 4.203 -0.036 -0.009 0.005 -0.10
C 5.014 2.724 -2.517 -0.021 -0.020 0.041 0.03
Cl 5.859 1.856 -3.804 0.008 -0.005 -0.017 -0.10
Cl 3.362 3.080 -3.030 0.008 0.035 0.000 -0.04
Cl 4.971 1.727 -1.065 -0.062 -0.150 -0.143 0.15
Cl 5.866 4.230 -2.166 -0.215 0.108 -0.160 0.02
C -0.208 2.187 -5.386 -0.003 -0.005 0.023 0.33
Cl -1.417 1.265 -6.282 -0.003 -0.001 0.002 -0.10
Cl 0.092 3.722 -6.207 0.004 0.018 -0.008 -0.10
Cl -0.798 2.502 -3.750 -0.004 0.001 0.021 -0.06
Cl 1.294 1.267 -5.294 -0.006 -0.051 -0.042 -0.07
C 10.806 -10.179 -4.868 -0.006 -0.012 0.012 0.34
Cl 9.734 -9.357 -3.731 -0.013 0.000 0.003 -0.07
Cl 12.232 -9.177 -5.157 0.011 0.017 -0.006 -0.09
Cl 11.302 -11.733 -4.193 0.009 -0.006 0.001 -0.11
Cl 9.958 -10.444 -6.395 -0.014 0.012 -0.003 -0.09
C 6.652 8.593 -2.384 -0.023 -0.011 -0.041 0.34
Cl 4.901 8.659 -2.594 -0.011 -0.004 -0.001 -0.10
Cl 7.424 8.336 -3.950 0.004 -0.003 -0.008 -0.10
Cl 7.222 10.109 -1.683 0.003 0.005 0.005 -0.10
Cl 7.061 7.256 -1.303 0.053 0.006 0.089 -0.05
C 9.476 1.873 -0.909 0.023 -0.003 0.026 0.25
Cl 8.479 0.564 -0.270 -0.029 -0.013 0.003 -0.06
Cl 9.677 1.667 -2.650 -0.008 -0.003 -0.011 -0.09
Cl 8.688 3.423 -0.592 0.147 -0.046 0.079 -0.01
Cl 11.059 1.845 -0.126 0.001 0.002 0.001 -0.10
C -9.766 8.614 5.171 0.017 0.063 -0.012 0.28
Cl -8.056 8.470 4.745 -0.273 0.146 0.204 0.01
Cl -10.597 9.578 3.945 -0.005 0.007 -0.007 -0.10
Cl -10.486 7.002 5.243 0.005 -0.001 -0.002 -0.11
Cl -9.913 9.405 6.738 -0.196 -0.200 0.103 -0.07
C -8.421 13.423 6.919 -0.010 -0.002 -0.004 0.32
Cl -9.076 13.070 8.523 -0.010 -0.002 0.018 -0.10
Cl -7.872 11.923 6.174 0.194 0.154 -0.087 -0.02
Cl -9.681 14.150 5.918 -0.011 0.008 -0.007 -0.10
Cl -7.067 14.547 7.072 0.000 -0.003 0.002 -0.10

Entry 3:
27
Properties=species:S:1:pos:R:3:forces:R:3:mulliken_charge:R:1 method="wB97M-V/def2-TZVPD" total_energy_ha=-719.4686 gap_ev=7.74 largest_force_ev_per_a=8.230
O -0.822 -1.013 -4.417 0.192 1.139 1.604 -0.64
O -0.734 2.250 2.156 -0.715 2.673 0.725 -0.71
N 0.203 0.399 2.828 2.688 -6.539 4.212 -0.64
C -0.025 -1.142 -3.491 -0.411 -0.374 0.679 0.43
C -1.178 0.183 -1.628 2.311 0.424 1.179 -0.63
C 1.038 -0.578 -1.060 -0.766 -1.646 -2.222 -0.56
C -1.193 0.872 -0.387 0.159 0.256 1.523 -0.42
C 0.940 -0.163 0.242 -3.865 2.236 -1.008 -0.34
C -0.046 -0.531 -2.041 0.193 0.638 0.803 0.53
C -0.195 0.643 0.672 0.204 -1.950 -4.622 0.11
N 0.997 -2.000 -3.681 0.371 0.236 0.096 -0.38
N 0.335 0.671 4.162 1.346 3.644 -0.888 -0.01
N -0.231 1.145 2.023 -2.041 2.820 -3.884 1.13
C -0.229 -0.266 5.110 0.709 0.802 -1.356 -0.86
C 1.237 1.855 4.500 -0.801 -1.746 -1.727 -0.89
H -1.947 0.378 -2.324 -0.848 0.039 -0.607 0.44
H 1.974 -1.116 -1.295 -0.569 0.413 -0.129 0.24
H -2.035 1.615 -0.345 1.018 -0.903 0.837 0.35
H 1.741 -0.356 0.835 1.920 -0.348 1.985 0.53
H 0.927 -2.388 -4.600 0.409 -0.678 -0.133 0.25
H 1.436 -2.470 -2.913 0.196 -0.114 -0.115 0.21
H -0.003 0.104 6.102 -0.124 0.044 0.159 0.31
H -1.303 -0.185 4.889 0.177 -1.147 0.682 0.29
H 0.325 -1.195 4.939 -0.942 -0.567 0.304 0.32
H 1.763 1.581 5.396 0.465 0.137 0.266 0.37
H 1.909 2.145 3.634 -0.513 -0.940 1.011 0.27
H 0.617 2.691 4.617 -0.766 1.450 0.628 0.32

Entry 4:
10
Properties=species:S:1:pos:R:3:forces:R:3:mulliken_charge:R:1 method="wB97M-V/def2-TZVPD" total_energy_ha=-1079.4438 gap_ev=7.92 largest_force_ev_per_a=3.613
C 1.726 0.311 -0.902 1.339 2.290 2.453 -0.33
C -0.899 -0.344 0.464 -2.669 0.765 0.145 -0.21
N -0.730 -1.320 -0.302 -2.292 0.002 -0.075 -0.23
O 2.051 -1.421 1.298 0.031 0.891 -1.634 -0.46
O 0.387 -1.937 -0.594 2.831 -0.733 -0.637 -0.19
S 2.518 1.459 -0.003 -0.932 -1.315 -1.358 -0.07
S 1.968 -1.401 -0.175 -1.243 -0.524 0.495 0.58
H -2.007 -0.083 0.530 1.548 -0.251 -0.086 0.23
H -0.273 0.286 1.043 1.195 0.056 0.389 0.29
H 1.180 0.678 -1.793 0.192 -1.182 0.309 0.40